#i
The ion C3H6N with charge +1, computed with ωB97M-V with the def2-TZVPD basis set.

* charge: +1
* HOMO level: -17.442 eV
* LUMO: -5.112 eV

Each line ends with the natural charge from an NBO analysis.
Positions of all 10 atoms, in Å:
C  -2.030  -0.092  -0.221  0.091
N  -0.790  0.008  -0.356  -0.234
C  0.394  0.180  -0.414  0.263
C  1.488  -0.079  0.548  -0.688
H  -2.492  -0.978  -0.402  0.229
H  -2.556  0.688  0.209  0.232
H  0.614  0.674  -1.437  0.257
H  2.157  -0.606  -0.061  0.273
H  2.127  0.900  0.678  0.304
H  1.087  -0.695  1.456  0.273


#ii
The ion C3H6N with charge +1, computed with ωB97M-V with the def2-TZVPD basis set.

* charge: +1
* HOMO level: -17.976 eV
* LUMO: -3.427 eV

Each line ends with the natural charge from an NBO analysis.
Positions of all 10 atoms, in Å:
C  1.055  -0.012  -0.332  -0.201
C  -0.005  -0.777  0.392  -0.041
C  -1.041  0.010  -0.361  -0.180
N  -0.003  0.635  0.453  -0.356
H  2.006  -0.088  0.102  0.246
H  1.024  0.015  -1.486  0.253
H  0.061  -1.475  1.260  0.296
H  -1.008  0.178  -1.516  0.259
H  -1.996  0.032  0.080  0.246
H  0.122  1.338  1.173  0.478


Which of them is the least stable? Correct choice: #ii.


#i
The ion H2N2O4P with charge -1, computed with ωB97M-V with the def2-TZVPD basis set.

* charge: -1
* HOMO level: -5.397 eV
* LUMO: 4.426 eV

Each line ends with the natural charge from an NBO analysis.
Positions of all 9 atoms, in Å:
N  1.195  1.157  0.131  -1.214
P  -0.368  0.398  -0.107  2.405
O  -1.342  1.263  0.541  -1.149
O  -0.521  -0.252  -1.424  -1.149
O  0.000  -1.000  0.929  -0.685
N  -0.378  -2.005  0.069  0.362
O  -1.500  -2.337  0.233  -0.332
H  1.841  0.639  -0.468  0.380
H  1.074  2.138  0.095  0.381


#ii
The ion H2N2O4P with charge -1, computed with ωB97M-V with the def2-TZVPD basis set.

* charge: -1
* HOMO level: -5.580 eV
* LUMO: 4.257 eV

Each line ends with the natural charge from an NBO analysis.
Positions of all 9 atoms, in Å:
N  -1.682  -0.349  -0.058  -1.217
P  -0.047  -0.810  -0.060  2.411
O  0.054  -1.697  1.097  -1.144
O  0.456  -1.126  -1.401  -1.136
O  0.663  0.858  0.492  -0.608
N  1.859  0.934  -0.123  0.338
O  2.548  1.892  0.187  -0.402
H  -1.697  0.343  0.741  0.380
H  -2.153  -0.045  -0.875  0.378


#iii
The ion H2N2O4P with charge -1, computed with ωB97M-V with the def2-TZVPD basis set.

* charge: -1
* HOMO level: -3.938 eV
* LUMO: 4.263 eV

Each line ends with the natural charge from an NBO analysis.
Positions of all 9 atoms, in Å:
N  -0.977  0.422  -0.098  -0.707
N  1.378  -0.596  0.043  0.284
O  0.926  1.753  1.186  -1.088
O  1.346  -0.992  1.196  -0.430
O  1.484  -1.336  -0.914  -0.461
O  -2.005  -0.553  -0.763  -0.635
P  0.951  1.230  -0.155  1.276
H  -1.804  -1.330  -0.291  0.454
H  -1.300  1.401  -0.204  0.308


#iv
The ion H2N2O4P with charge -1, computed with ωB97M-V with the def2-TZVPD basis set.

* charge: -1
* HOMO level: -4.821 eV
* LUMO: 4.144 eV

Each line ends with the natural charge from an NBO analysis.
Positions of all 9 atoms, in Å:
N  -1.375  0.444  0.066  -1.207
P  0.264  0.712  0.192  2.244
O  0.807  1.078  -1.390  -1.130
O  0.655  1.338  1.439  -1.104
N  0.926  -0.966  -0.057  0.280
O  0.309  -1.728  -0.774  -0.452
O  2.038  -1.168  0.326  -0.416
H  -1.693  0.329  0.926  0.364
H  -1.931  -0.039  -0.728  0.423


Which of them is the least stable? Correct choice: #iii.


#i
A structure of composition C4H5NO, computed with ωB97M-V with the def2-TZVPD basis set.

* HOMO level (spin up / spin down): -8.524 / -8.386 eV
* LUMO (spin up / spin down): -0.141 / -0.311 eV

Each line ends with the natural charge from an NBO analysis.
Positions of all 11 atoms, in Å:
C  -0.059  -0.894  -0.204  -0.305
C  0.582  0.179  0.478  -0.410
C  0.613  1.465  -0.268  0.027
C  -0.634  1.025  1.173  0.240
N  -0.473  2.204  0.303  -0.179
O  -0.180  2.113  1.765  -0.355
H  0.443  -1.901  -0.588  0.187
H  -0.803  -0.712  -0.915  0.167
H  1.474  -0.087  0.930  0.238
H  0.777  1.520  -1.324  0.186
H  -1.713  0.659  1.324  0.204


#ii
The molecule C4H5NO, computed with ωB97M-V with the def2-TZVPD basis set.

* HOMO level: -9.872 eV
* LUMO: 0.869 eV

Each line ends with the natural charge from an NBO analysis.
Positions of all 11 atoms, in Å:
C  -2.431  0.123  0.243  -0.696
C  -0.985  0.046  0.093  0.098
C  0.204  -0.120  -0.013  -0.172
C  1.584  -0.583  -0.111  0.616
N  2.492  0.396  -0.371  -0.805
O  1.866  -1.759  0.020  -0.575
H  -2.901  -0.585  -0.446  0.245
H  -2.814  1.126  0.039  0.238
H  -2.702  -0.162  1.264  0.245
H  3.471  0.156  -0.356  0.405
H  2.216  1.363  -0.364  0.400


Which of them is the least stable? Correct choice: #i.


#i
A cluster of 2 separate species, C9H15NO in total, computed with ωB97M-V with the def2-TZVPD basis set.

* HOMO level: -8.872 eV
* LUMO: 0.588 eV

Each line ends with the natural charge from an NBO analysis.
Positions of all 26 atoms, in Å:
C  2.306  -1.341  0.022  0.268
C  2.872  0.968  0.728  -0.395
C  2.760  1.046  -0.802  -0.411
C  1.992  0.013  0.051  -0.254
C  -2.205  0.181  0.671  -0.611
C  -0.753  -0.562  -1.320  -0.598
C  -0.866  -1.898  0.602  -0.578
C  0.097  0.616  0.798  0.321
C  -0.840  -0.420  0.192  -0.126
N  2.512  -2.471  -0.051  -0.355
O  0.020  1.876  0.240  -0.722
H  3.852  0.714  1.147  0.221
H  2.471  1.708  1.368  0.221
H  2.104  1.768  -1.288  0.189
H  3.333  0.541  -1.565  0.240
H  -2.332  0.319  1.688  0.209
H  -3.077  -0.307  0.240  0.210
H  -2.237  1.144  0.177  0.214
H  0.198  -0.898  -1.471  0.214
H  -0.866  0.368  -1.976  0.201
H  -1.518  -1.416  -1.644  0.223
H  -0.759  -2.082  1.723  0.203
H  -1.808  -2.184  0.402  0.205
H  -0.194  -2.442  0.091  0.218
H  0.366  0.546  1.788  0.193
H  0.262  2.004  -0.681  0.498


#ii
The molecule C9H15NO, computed with ωB97M-V with the def2-TZVPD basis set.

* HOMO level (spin up / spin down): -7.392 / -6.772 eV
* LUMO (spin up / spin down): 0.620 / 0.492 eV

Each line ends with the natural charge from an NBO analysis.
Positions of all 26 atoms, in Å:
C  1.419  -1.021  0.264  0.162
C  -0.119  1.152  0.275  0.701
C  2.030  -2.122  0.365  -0.536
C  -1.426  -0.884  -0.230  0.019
C  1.334  0.412  0.089  -0.278
C  -2.686  -1.685  -0.126  -0.676
C  2.278  1.125  1.046  -0.580
C  1.757  0.761  -1.320  -0.597
C  -2.510  1.228  0.314  -0.420
N  -1.246  0.417  0.080  -0.424
O  -0.184  2.366  0.380  -0.624
H  3.093  -2.375  -0.070  0.201
H  1.421  -3.027  0.594  0.218
H  -0.723  -1.345  -0.846  0.189
H  -2.636  -2.649  0.504  0.231
H  -3.086  -1.910  -1.166  0.223
H  -3.464  -1.223  0.442  0.212
H  2.047  2.206  0.923  0.248
H  3.327  0.746  0.710  0.202
H  2.149  0.856  2.060  0.215
H  1.339  1.799  -1.702  0.230
H  1.578  0.118  -2.145  0.222
H  2.888  0.838  -1.263  0.213
H  -3.389  0.587  0.436  0.207
H  -2.368  2.026  1.023  0.241
H  -2.826  1.603  -0.638  0.203


Which of them is the least stable? Correct choice: #ii.


#i
A cluster of 2 separate species, C2H7N4 in total, computed with ωB97M-V with the def2-TZVPD basis set.

* charge: +1
* HOMO level: -14.935 eV
* LUMO: -4.650 eV

Each line ends with the natural charge from an NBO analysis.
Positions of all 13 atoms, in Å:
C  0.672  -1.039  0.491  -0.378
C  0.095  0.305  0.735  0.187
N  1.833  -0.811  -0.140  0.013
N  2.315  0.181  -0.390  0.299
N  0.879  1.234  0.460  -0.566
N  -1.410  0.111  -0.911  -1.043
H  0.826  -1.473  1.457  0.301
H  -0.134  -1.799  0.030  0.321
H  -0.868  0.573  1.353  0.286
H  0.615  2.176  0.556  0.416
H  -2.119  0.751  -0.694  0.386
H  -1.924  -0.668  -1.318  0.392
H  -0.781  0.459  -1.629  0.384


#ii
A cluster of 2 separate species, C2H7N4 in total, computed with ωB97M-V with the def2-TZVPD basis set.

* charge: +1
* HOMO level: -14.617 eV
* LUMO: -5.225 eV

Each line ends with the natural charge from an NBO analysis.
Positions of all 13 atoms, in Å:
C  -0.330  0.161  -0.821  -0.455
C  1.031  0.816  -0.699  0.137
N  -1.287  0.993  -0.736  0.089
N  -1.422  1.992  -0.211  0.293
N  1.054  2.030  -0.462  -0.568
N  -0.524  -1.614  1.155  -0.988
H  -0.366  -0.580  -1.561  0.265
H  -0.499  -0.584  0.221  0.381
H  1.834  0.078  -0.790  0.210
H  1.958  2.460  -0.537  0.396
H  -1.026  -2.490  0.974  0.418
H  -0.865  -1.381  2.133  0.418
H  0.444  -1.879  1.335  0.404


#iii
The ion C2H7N4 with charge +1, computed with ωB97M-V with the def2-TZVPD basis set.

* charge: +1
* HOMO level: -14.216 eV
* LUMO: -4.012 eV

Each line ends with the natural charge from an NBO analysis.
Positions of all 13 atoms, in Å:
N  1.378  -0.291  -0.592  -0.672
C  0.293  -0.149  0.465  -0.003
C  -0.479  1.096  0.089  -0.371
N  -1.793  0.652  -0.364  -0.144
N  -1.939  -0.523  -0.167  0.070
N  -0.859  -1.225  0.231  -0.485
H  0.772  -0.344  -1.370  0.468
H  1.851  -1.128  -0.425  0.442
H  2.075  0.410  -0.351  0.465
H  0.532  -0.136  1.560  0.278
H  -0.797  1.908  0.898  0.294
H  0.134  1.698  -0.788  0.227
H  -1.166  -1.971  0.815  0.430


#iv
A structure of composition C2H7N4, computed with ωB97M-V with the def2-TZVPD basis set.

* charge: +1
* HOMO level: -13.617 eV
* LUMO: -4.842 eV

Each line ends with the natural charge from an NBO analysis.
Positions of all 13 atoms, in Å:
C  -1.205  0.843  -0.027  0.167
C  -0.859  -0.715  -0.508  -0.310
N  -0.260  1.611  0.229  -0.536
N  0.445  -0.828  -0.103  -0.320
N  1.118  0.240  -0.416  0.043
N  2.233  0.531  0.107  -0.517
H  -2.217  0.806  0.384  0.225
H  0.526  1.552  -0.877  0.504
H  -1.492  -1.344  0.078  0.244
H  -1.005  -0.852  -1.534  0.248
H  0.688  -1.512  0.713  0.417
H  2.870  1.197  -0.395  0.434
H  2.592  0.047  0.952  0.400


Which of them is the least stable? Correct choice: #iv.


#i
A cluster of 2 separate species, C2H6NS in total, computed with ωB97M-V with the def2-TZVPD basis set.

* charge: -1
* HOMO level: -2.602 eV
* LUMO: 4.123 eV

Each line ends with the natural charge from an NBO analysis.
Positions of all 10 atoms, in Å:
S  -2.406  0.917  -1.392  -1.025
H  -3.172  -0.065  -0.912  0.076
C  1.644  0.198  0.110  -0.432
C  -0.441  -0.462  0.708  -0.051
N  0.533  0.266  1.038  -0.448
H  1.897  1.175  -0.325  0.191
H  2.589  -0.112  0.566  0.175
H  1.425  -0.477  -0.730  0.172
H  -1.416  -0.552  1.210  0.170
H  -0.652  -0.889  -0.272  0.172


#ii
A cluster of 2 separate species, C2H6NS in total, computed with ωB97M-V with the def2-TZVPD basis set.

* charge: -1
* HOMO level: -2.917 eV
* LUMO: 4.024 eV

Each line ends with the natural charge from an NBO analysis.
Positions of all 10 atoms, in Å:
S  -0.488  2.884  -1.615  -1.052
H  -0.615  3.150  -2.944  0.095
C  0.059  -1.669  1.355  -0.596
C  -0.324  -0.742  0.485  0.041
N  0.554  -0.053  -0.338  -0.845
H  1.074  -1.683  1.732  0.172
H  -0.553  -2.505  1.678  0.188
H  -1.371  -0.365  0.467  0.199
H  1.453  0.214  0.040  0.362
H  0.212  0.770  -0.859  0.436


Which of them is the least stable? Correct choice: #i.